80
Properties=species:S:1:pos:R:3 method="wB97M-V/def2-TZVPD" energy_ha=-2367.39104 orbital_gap_ev=8.397 spin_multiplicity=1 lumo_energy_ev=0.6 e_homo_ha=-0.287
C 19.99246 13.49046 11.15757
S 18.41560 12.82161 11.80252
O 17.32948 13.76796 11.51096
C 18.31203 11.39112 10.73894
H 19.88301 13.79594 10.11872
H 20.84566 12.77621 11.28912
H 20.27492 14.41277 11.70732
H 17.60768 10.68408 11.17138
H 19.33688 10.94670 10.74422
H 18.06991 11.70658 9.72396
C 14.78147 13.22946 9.38863
S 13.15077 12.63731 9.68911
O 13.30522 11.22649 10.16019
C 12.69756 13.56014 11.09962
H 15.47041 13.21479 10.24807
H 14.81010 14.12082 8.75728
H 15.21363 12.41944 8.77719
H 13.38604 13.27667 11.90300
H 11.66117 13.39943 11.42872
H 12.85606 14.57933 10.75853
N 16.01891 9.13671 9.66923
C 16.84080 9.31324 8.62983
C 18.09683 8.78278 8.96364
C 17.95456 8.27034 10.26704
C 16.65551 8.52568 10.70057
H 15.14039 9.63111 9.70483
H 16.47388 9.69462 7.68246
H 18.97950 8.68234 8.31973
H 18.64846 7.70540 10.84834
H 16.25435 8.35997 11.67666
N 13.48008 9.15842 11.98906
C 12.99657 8.16106 11.21614
C 13.27621 6.98122 11.84158
C 13.99402 7.26089 13.04734
C 14.06243 8.63015 13.07930
H 13.38789 10.15871 11.76938
H 12.52944 8.41495 10.25796
H 12.95505 6.00330 11.56780
H 14.21382 6.56734 13.83342
H 14.29481 9.21934 13.94504
N 9.39904 14.67404 5.43663
C 8.92417 14.39800 6.70619
C 9.53779 13.25065 7.19810
C 10.48166 12.87505 6.21363
C 10.36293 13.74938 5.15948
H 9.32143 15.48627 4.86090
H 8.09790 14.96822 7.11821
H 9.38126 12.85077 8.16912
H 11.18622 12.06300 6.15056
H 10.84492 13.78796 4.17278
N 15.13950 15.64116 12.28382
C 14.26544 16.55838 11.75638
C 13.31764 16.89191 12.70108
C 13.63266 16.18334 13.89537
C 14.76085 15.45557 13.57545
H 15.88878 15.12154 11.86285
H 14.37010 16.93698 10.72752
H 12.45170 17.46959 12.47477
H 13.08089 16.21029 14.86128
H 15.49104 14.97219 14.19788
N 12.83164 14.91474 6.82139
C 14.08220 14.73017 6.29855
C 14.94904 15.68153 6.76957
C 14.14111 16.54271 7.57745
C 12.83405 16.04360 7.55421
H 11.95636 14.44287 6.69856
H 14.28765 13.87202 5.66947
H 15.98449 15.70138 6.49072
H 14.34789 17.48768 8.09558
H 11.90128 16.39206 7.97608
N 8.97559 15.77769 13.60030
C 9.75213 14.77819 13.06206
C 8.92000 14.06454 12.27874
C 7.63088 14.61489 12.32018
C 7.66118 15.69671 13.17961
H 9.33471 16.51616 14.18462
H 10.80834 14.78524 13.30712
H 9.14475 13.21118 11.64734
H 6.79643 14.25554 11.75437
H 6.91378 16.40664 13.47762

---

82
Properties=species:S:1:pos:R:3 method="wB97M-V/def2-TZVPD" energy_ha=-2206.21993 orbital_gap_ev="7.892 / 5.150" total_charge=+2 spin_multiplicity=3 lumo_energy_ev="-4.7 / -7.5" e_homo_ha="-0.464 / -0.463"
Pd -0.36497 0.24204 -0.30149
C -0.40771 2.80522 0.98587
N -1.33753 2.41477 2.02736
C -2.63179 3.07930 2.01113
C -1.19035 1.19233 2.60418
N -0.51825 0.23788 1.97470
C 0.30056 -0.63810 2.64993
C 1.03491 -0.13173 3.73418
C 1.79320 -0.94723 4.55807
C 1.87210 -2.28983 4.28781
C 1.24094 -2.83219 3.15205
C 1.40258 -4.20650 2.89288
C 0.85950 -4.77663 1.76760
C 0.12917 -3.99360 0.89073
C -0.13898 -2.63686 1.14258
N -0.89233 -1.95541 0.22600
C -1.83412 -2.51500 -0.52638
N -2.75084 -3.35980 -0.00350
C -3.43997 -4.38071 -0.76967
C -2.95311 -3.44293 1.42469
N -1.91416 -2.20420 -1.85438
C -3.18867 -1.81090 -2.43625
C -0.77146 -1.53838 -2.44601
C 0.44746 -2.01456 2.29262
N -1.80221 0.98215 3.79549
C -1.95487 2.02790 4.78840
C -2.06413 -0.34042 4.31333
H -0.34860 3.89406 0.95635
H -0.73233 2.44389 -0.01779
H 0.58931 2.41832 1.22906
H -2.60980 3.87607 1.27385
H -2.87863 3.52414 2.97168
H -3.42280 2.37595 1.74291
H 0.97939 0.92771 3.94269
H 2.29624 -0.52910 5.41561
H 2.43054 -2.94734 4.93263
H 1.96812 -4.79669 3.59372
H 1.00557 -5.82472 1.56125
H -0.26731 -4.43533 -0.01292
H -2.99488 -4.49547 -1.75545
H -4.50583 -4.15360 -0.86869
H -3.35226 -5.33224 -0.23895
H -2.70838 -2.48757 1.88689
H -2.34047 -4.22530 1.88329
H -4.00357 -3.66211 1.61463
H -3.98412 -2.49443 -2.16422
H -3.09781 -1.81026 -3.51993
H -3.46493 -0.80266 -2.10290
H 0.15569 -2.02356 -2.12978
H -0.73750 -0.45660 -2.15467
H -0.85525 -1.59779 -3.52866
H -1.41219 2.92226 4.49723
H -1.53786 1.67336 5.73353
H -3.00630 2.26982 4.95419
H -2.12772 -1.05844 3.50094
H -3.02021 -0.32087 4.83774
H -1.29072 -0.66931 5.01387
C -1.87859 3.11900 -4.06035
S -2.68534 1.93526 -2.92024
C -3.83857 3.11423 -2.12705
O -1.65838 1.66906 -1.85589
H -2.63150 3.51618 -4.73259
H -1.13345 2.57803 -4.63917
H -1.40499 3.92075 -3.50203
H -4.56765 3.43588 -2.86196
H -3.29960 3.96709 -1.72771
H -4.34984 2.59026 -1.32411
N 3.21931 3.90884 -2.73616
C 4.04687 2.85255 -2.57582
O 5.14483 2.79412 -3.06964
C 3.51793 1.68937 -1.76846
C 4.43229 0.69610 -1.41482
C 3.99608 -0.41038 -0.70769
C 2.65241 -0.49580 -0.37543
N 1.77708 0.44273 -0.72211
C 2.19095 1.50919 -1.40214
H 3.58780 4.69518 -3.24834
H 2.37734 4.04623 -2.21022
H 5.46275 0.81694 -1.71705
H 4.67980 -1.19498 -0.42654
H 2.26063 -1.33809 0.18354
H 1.42082 2.22352 -1.67184